The following is a DFT calculation (ωB97M-V/def2-TZVPD) of a molecular structure, C25H33F5N7O3SSeTeV at a distorted geometry.

Geometry as XYZ:
```
77
Properties=species:S:1:pos:R:3:forces:R:3
V -0.2297 0.4105 1.2229 2.1 0.4 -2.3
N 1.4756 1.6775 0.9263 0.3 0.2 0.1
C 2.6630 1.2508 1.6985 -0.2 -0.2 0.1
C 2.1884 0.5681 2.9816 0.1 0.1 -0.4
N 1.0947 -0.3764 2.6980 -0.6 -0.5 0.7
C 1.4028 -1.7710 2.3973 0.0 0.1 -0.4
C 1.9617 -1.8758 0.9749 -0.1 0.0 0.2
N 1.1117 -1.0758 0.0917 0.1 -0.3 0.0
H 1.7080 1.7783 -0.0625 0.0 -0.1 0.0
H 1.1378 2.5679 1.2792 0.0 0.0 -0.1
H 3.3001 2.0969 1.9583 0.1 0.0 0.0
H 3.2453 0.5852 1.0641 0.0 0.0 -0.1
H 1.7510 1.3169 3.6418 0.0 -0.1 0.1
H 3.0192 0.0842 3.5029 0.0 0.0 0.0
H 0.4382 -0.3129 3.5028 0.3 0.2 0.1
H 0.2850 -3.4090 3.1196 0.1 -0.1 -0.2
H 2.1278 -2.1884 3.1007 -0.1 -0.1 0.1
H 1.9946 -2.9274 0.6882 0.1 0.0 0.0
H 2.9858 -1.5021 0.9585 0.0 0.1 0.0
H 0.5001 -1.6834 -0.4390 0.0 0.0 -0.1
H 1.6795 -0.5584 -0.6087 -0.1 0.0 0.0
O 4.8820 -5.2432 -4.7822 0.0 0.0 0.1
C 3.7557 -4.5335 -5.0690 0.0 0.0 0.0
O 3.0336 -4.9280 -5.9452 0.0 0.0 0.0
C 3.5256 -3.3012 -4.2750 0.0 -0.1 0.0
C 4.1545 -3.0370 -3.0573 0.0 0.0 0.0
C 3.9185 -1.8568 -2.3761 -0.1 0.0 -0.1
C 3.0488 -0.8736 -2.8887 0.0 0.0 0.1
S 2.7921 0.6372 -2.0654 0.1 0.1 0.1
C 2.3958 -1.1695 -4.1020 0.1 -0.1 0.1
C 2.6262 -2.3556 -4.7693 -0.1 0.1 0.0
H 5.3938 -4.7796 -4.1086 0.0 0.0 -0.1
H 4.8147 -3.7689 -2.5987 0.0 0.0 0.0
H 4.4173 -1.6606 -1.4346 0.0 0.0 0.0
H 1.7059 -0.4376 -4.5016 0.0 0.0 0.0
H 2.1177 -2.5781 -5.6994 0.0 0.0 0.0
C -3.0784 4.8699 -0.1263 0.1 0.0 -0.1
N -1.6887 4.7013 -0.4830 0.1 0.0 0.1
C -1.2387 5.4600 -1.6211 -0.1 0.0 0.1
C -1.0781 3.4256 -0.1843 -0.2 0.0 -0.1
C -1.4696 2.2042 -1.0127 0.0 0.1 0.1
C -2.2400 2.3858 -2.1574 0.0 -0.1 -0.1
C -2.5984 1.3214 -2.9734 0.0 0.0 0.1
C -2.1852 0.0463 -2.6336 0.0 0.0 0.0
C -1.4439 -0.1341 -1.4723 0.1 0.1 -0.1
C -1.0624 0.9131 -0.6185 -0.3 -0.4 -0.5
H -3.2645 5.9112 0.1565 0.0 0.0 0.0
H -3.3169 4.2287 0.7236 0.0 0.0 0.0
H -3.7723 4.6187 -0.9451 0.0 0.0 0.0
H -1.2229 6.5296 -1.3796 0.0 0.0 0.0
H -1.8734 5.3463 -2.5150 0.0 0.0 0.0
H -0.2266 5.1573 -1.8929 0.0 0.0 0.0
H -1.3041 3.1957 0.8587 0.1 0.0 0.0
H 0.0071 3.5606 -0.2794 0.0 0.0 0.0
H -2.5697 3.3776 -2.4261 0.0 0.1 0.0
H -3.2053 1.4873 -3.8556 0.0 0.0 0.0
H -2.4431 -0.8040 -3.2540 0.0 0.0 0.0
H -1.1774 -1.1613 -1.2378 0.0 0.0 0.0
F -0.5501 0.8258 4.4729 0.2 -0.4 -0.3
Te -2.5135 0.7702 3.6114 -2.2 1.2 3.2
F -4.4470 0.5967 3.8839 0.0 -0.3 -0.2
F -3.3744 1.8597 2.1473 0.2 -0.2 -0.4
F -2.5449 2.4620 4.3812 0.2 0.2 -0.1
F -2.7185 0.2238 5.4786 0.2 -0.4 0.0
O -0.9588 1.4774 2.1040 0.0 1.2 0.6
Se -0.5219 -5.3757 3.5797 0.2 0.1 0.1
N -1.9385 -4.4547 3.1875 -0.5 -0.2 -0.1
C -2.1130 -3.2513 2.6160 0.4 0.3 0.1
C -3.4562 -2.8852 2.3912 0.0 0.0 0.0
C -3.7803 -1.7226 1.7461 -0.1 0.0 0.0
C -2.7495 -0.8962 1.3345 0.7 -0.8 -0.6
N -1.4253 -1.1869 1.5148 -1.2 -0.9 0.3
C -1.0887 -2.2987 2.2159 -0.1 -0.2 -0.2
N 0.1829 -2.5795 2.5329 0.0 0.4 0.2
H -4.2152 -3.5666 2.7513 0.0 -0.1 0.0
H -4.8020 -1.4161 1.5823 0.0 0.0 0.0
H -2.9549 0.0070 0.7734 0.0 0.1 0.1
```
Positions in Å, forces in eV/Å.

Computed properties:
highest occupied orbital energy (alpha / beta) = -5.11 / -5.11 eV
total charge = -1
2S+1 = 2
frontier orbital gap (alpha / beta) = 4.550 / 4.554 eV
LUMO energy (alpha / beta) = -0.56 / -0.55 eV
relative energy (zero: lowest compared OMol25 entry of this formula, charge and spin) = 0.286 eV

The following is a DFT calculation (ωB97M-V/def2-TZVPD) of 2 unconnected molecules or ions with the total composition C3H10N2O2 at a distorted geometry.

Geometry as XYZ:
```
17
Properties=species:S:1:pos:R:3:forces:R:3
N -1.3277 1.3103 -0.5414 -0.1 -1.0 0.1
C -0.8515 1.0328 0.7128 0.2 0.4 0.6
C 0.0886 2.0627 1.2708 0.7 0.5 0.5
C 0.0229 -0.4117 0.5863 1.0 -0.4 -0.5
N -0.4437 -1.4158 1.2928 -0.8 0.0 0.4
O 0.9923 -0.3912 -0.1108 -0.1 0.4 0.2
H -1.9702 0.6316 -0.9559 0.0 0.6 -0.1
H -0.6715 1.7572 -1.1707 -0.2 0.1 -0.2
H -1.6047 0.7621 1.4549 -0.3 -0.2 -0.3
H 0.7983 2.4214 0.5320 -0.2 0.2 -0.3
H 0.7423 1.7148 2.0690 -0.3 -0.5 0.1
H -0.4703 2.8868 1.7259 0.0 0.0 -0.4
H 0.0613 -2.3024 1.2626 -0.3 0.3 0.1
H -1.3319 -1.3144 1.7774 0.5 -0.4 0.0
H 2.0128 -1.3957 -3.1639 -0.3 -0.3 0.3
H 1.2271 -1.2726 -1.8458 0.3 0.0 -0.2
O 1.3803 -1.8602 -2.5923 0.1 0.2 -0.2
```
Positions in Å, forces in eV/Å.

Computed properties:
highest occupied orbital energy (alpha / beta) = -14.16 / -14.15 eV
total charge = +1
2S+1 = 2
frontier orbital gap (alpha / beta) = 10.787 / 5.868 eV
LUMO energy (alpha / beta) = -3.37 / -8.28 eV
relative energy (zero: lowest compared OMol25 entry of this formula, charge and spin) = 0.725 eV

The following is a DFT calculation (ωB97M-V/def2-TZVPD) of a molecular structure, C17H20AuN5O3S3.

Geometry as XYZ:
```
49
Properties=species:S:1:pos:R:3:forces:R:3
Au 0.7618 0.2744 0.4851 0.0 0.0 0.0
C -1.9536 -2.8172 1.6302 0.0 0.0 0.0
C -0.8130 -1.8936 1.4113 0.0 0.0 0.0
N -0.9101 -0.8161 0.7062 0.0 0.0 0.0
N -2.0825 -0.4336 0.1328 0.0 0.0 0.0
C -2.0088 0.6768 -0.5357 0.0 0.0 0.0
N -3.0974 1.1608 -1.1352 0.0 0.0 0.0
S -0.5328 1.6520 -0.7655 0.0 0.0 0.0
C 0.5277 -2.1729 1.9649 0.0 0.0 0.0
C 0.8193 -3.3142 2.6773 0.0 0.0 0.0
C 2.1248 -3.5270 3.1095 0.0 0.0 0.0
C 3.0989 -2.5948 2.8133 0.0 0.0 0.0
C 2.7440 -1.4631 2.0958 0.0 0.0 0.0
N 1.4930 -1.2582 1.6993 0.0 0.0 0.0
H -2.8793 -2.3725 1.2831 0.0 0.0 0.0
H -2.0419 -3.0738 2.6857 0.0 0.0 0.0
H -1.7698 -3.7387 1.0705 0.0 0.0 0.0
H -1.7026 -2.0624 -3.5102 0.0 0.0 0.1
H -3.9813 0.6989 -0.9882 0.0 0.0 0.0
H -3.0971 2.0605 -1.5838 0.0 0.0 0.0
H 0.0474 -4.0415 2.8805 0.0 0.0 0.0
H 2.3709 -4.4217 3.6649 0.0 0.0 0.0
H 4.1247 -2.7280 3.1247 0.0 0.0 0.0
H 3.4731 -0.7097 1.8315 0.0 0.0 0.0
O 2.3867 -1.2387 -1.3090 0.0 0.0 0.0
S 1.7350 -2.5094 -1.5672 0.1 0.0 0.0
O 1.6906 -3.4354 -0.4735 0.0 0.0 0.0
N 0.2041 -2.1957 -2.0995 -0.1 0.1 -0.1
C 0.1006 -2.5770 -3.3294 0.0 0.0 0.0
O -0.9937 -2.4533 -4.0404 0.1 0.0 0.0
C 1.2783 -3.1945 -3.9671 0.0 0.0 0.0
C 1.4237 -3.7070 -5.2424 0.0 0.0 0.0
C 2.6548 -4.2655 -5.5705 0.0 0.0 0.0
C 3.6965 -4.3065 -4.6495 0.0 0.0 0.0
C 3.5490 -3.7898 -3.3640 0.0 0.0 0.0
C 2.3257 -3.2383 -3.0587 0.0 0.0 0.0
H 0.6095 -3.6787 -5.9532 0.0 0.0 0.0
H 2.8050 -4.6794 -6.5580 0.0 0.0 0.0
H 4.6394 -4.7525 -4.9351 0.0 0.0 0.0
H 4.3569 -3.8269 -2.6466 0.0 0.0 0.0
C 2.9243 1.8760 -1.4868 0.0 0.0 0.0
S 2.7124 1.5484 0.2713 0.0 0.0 0.0
C 2.3112 3.1876 0.9034 0.0 0.0 0.0
H 3.8440 2.4509 -1.5840 0.0 0.0 0.0
H 2.0770 2.4348 -1.8760 0.0 0.0 0.0
H 3.0219 0.9129 -1.9804 0.0 0.0 0.0
H 1.4671 3.6134 0.3670 0.0 0.0 0.0
H 3.2010 3.8022 0.7756 0.0 0.0 0.0
H 2.0850 3.0943 1.9631 0.0 0.0 0.0
```
Positions in Å, forces in eV/Å.

Computed properties:
highest occupied orbital energy = -14.81 eV
total charge = +2
2S+1 = 1
frontier orbital gap = 7.298 eV
LUMO energy = -7.51 eV
relative energy (zero: lowest compared OMol25 entry of this formula, charge and spin) = 0.000 eV

The following is a DFT calculation (ωB97M-V/def2-TZVPD) of 2 unconnected molecules or ions with the total composition C4H12 at a distorted geometry.

Geometry as XYZ:
```
16
Properties=species:S:1:pos:R:3:forces:R:3
C -2.8821 -1.1144 0.1041 -0.2 -0.6 0.0
H -3.2974 -1.9997 0.7173 0.4 1.4 -1.2
H -2.2485 -1.5280 -0.7597 -1.0 0.7 1.3
H -3.7059 -0.4126 -0.2843 1.2 -1.3 0.6
H -2.2190 -0.5640 0.8084 -0.6 -0.3 -0.7
C 0.6285 0.1985 1.0000 -0.4 -0.8 -0.8
C 0.9158 0.3456 -0.5287 0.9 0.6 2.0
C 2.3007 0.9792 -0.7832 -0.7 -4.4 0.5
H 0.9226 0.9742 1.6863 0.2 1.2 -0.5
H -0.4317 0.0368 1.1881 0.1 -0.2 0.0
H 1.1720 -0.6102 1.4176 0.4 -1.3 0.3
H 0.8068 -0.5429 -1.1719 -0.1 0.0 0.8
H 0.1707 1.0411 -0.8075 -0.8 0.8 -1.0
H 2.3962 0.8392 -1.8078 0.9 0.3 -2.0
H 3.1146 0.4214 -0.2804 -0.4 0.1 -0.2
H 2.3567 1.9358 -0.4982 0.1 3.7 0.9
```
Positions in Å, forces in eV/Å.

Computed properties:
highest occupied orbital energy = -11.12 eV
2S+1 = 1
frontier orbital gap = 12.270 eV
LUMO energy = 1.15 eV
relative energy (zero: lowest compared OMol25 entry of this formula, charge and spin) = 0.795 eV
SMILES string = CCC.C